This record from OMol25 describes an isolated molecule of C6H15NO in a non-equilibrium geometry. The level of theory is ωB97M-V with the def2-TZVPD basis set.

Last column: Mulliken charge in e.
CARTESIAN COORDINATES (ANGSTROEM)
C 0.9483 1.3917 -0.7747  -1.718
C 0.9468 0.0660 -0.0297  1.699
C 1.9404 0.1224 1.1258  -1.813
C 1.2974 -1.0835 -0.9644  -1.649
C -0.5960 -0.3160 0.8048  -0.800
C -1.6078 -0.0527 -0.1979  -0.019
N -2.7581 -1.0179 0.7052  -0.688
O -1.9920 1.2721 -0.2756  -0.509
H 0.3268 1.3529 -1.6688  0.329
H 0.5874 2.1987 -0.1385  0.360
H 1.9598 1.6470 -1.1051  0.474
H 1.7100 0.9446 1.8034  0.416
H 1.9335 -0.8043 1.6998  0.369
H 2.9574 0.2770 0.7532  0.442
H 2.3052 -0.9572 -1.3706  0.443
H 1.2747 -2.0393 -0.4400  0.375
H 0.6104 -1.1420 -1.8084  0.346
H -0.4602 -1.3615 1.0530  0.422
H -0.6572 0.3672 1.6454  0.367
H -1.4964 -0.5502 -1.1631  0.400
H -3.2194 -0.3865 1.3547  0.223
H -3.4530 -1.3377 0.0345  0.225
H -2.5580 1.4094 -1.0430  0.305

Force components x, y, z for each atom (eV/Å):
C -0.20 -0.06 0.08
C -1.48 -0.59 2.07
C 0.22 0.03 -0.23
C -0.13 0.04 0.15
C 5.52 1.70 -2.67
C -4.02 -2.47 2.69
N 0.81 1.10 -2.50
O 0.17 0.03 -0.12
H -0.11 0.05 -0.02
H -0.03 0.06 -0.03
H 0.05 -0.10 0.06
H -0.03 0.04 0.03
H -0.01 -0.06 0.04
H 0.07 -0.01 0.03
H -0.02 0.07 -0.01
H 0.00 -0.06 0.02
H -0.05 -0.03 -0.09
H -0.32 0.17 0.14
H -0.16 -0.14 0.16
H -0.02 0.01 0.15
H -0.02 0.21 -0.21
H -0.28 0.10 0.17
H 0.03 -0.09 0.09

Results
SMILES string: CC(C)(C)C[C@@H](N)O
F_max: 6.36 eV/Å
total energy: -367.5442 Eh
energy relative to the best compared isomer or geometry (same formula, charge and spin): 228.8 kJ/mol
molar mass: 117.19 u